This record from the Open Molecules 2025 dataset describes a molecular structure, C75H162As2F12N7O at a distorted geometry. The level of theory is ωB97M-V with the def2-TZVPD basis set.

Summary:
- E_HOMO (eV) = -18.4
- total energy (eV) = -247122.5399
- charge = +5
- molar mass (u) = 1555.989
- frontier orbital gap (eV) = 6.90

```
259
Properties=species:S:1:pos:R:3:forces:R:3
As 1.076 -0.887 0.737 0.69 -0.35 0.55
As 2.201 -8.505 2.352 -0.16 -2.87 0.90
F 2.001 -9.679 3.698 0.52 1.68 -1.44
F 2.361 -7.371 0.974 -0.49 -0.30 1.12
F 3.405 -9.561 1.536 -1.53 1.35 0.92
F 3.590 -7.695 3.226 -1.39 -0.12 -0.82
F 1.037 -7.388 3.232 1.35 -0.74 -1.28
F -0.562 -1.363 1.264 1.06 0.48 -0.84
F 0.667 -0.942 -1.005 0.24 0.31 1.61
F 1.514 -2.606 0.652 -0.21 1.44 -0.03
F 0.629 0.824 0.981 0.28 -1.01 -0.90
F 2.807 -0.400 0.275 -2.09 -0.51 0.48
F 0.792 -9.381 1.561 1.69 1.75 0.57
F 1.536 -0.831 2.457 0.08 -0.20 -0.96
O 2.224 -4.782 2.473 8.17 0.46 5.13
N 4.260 -0.956 -4.326 0.23 0.24 1.93
N 3.394 -4.655 3.256 -7.65 1.11 -5.56
N 5.163 2.395 1.947 -0.66 0.31 0.30
N -4.798 6.644 0.904 1.59 -0.07 0.13
N -1.644 -4.977 -0.633 0.29 0.06 3.78
N -4.990 -0.991 -5.452 1.00 -0.97 -0.12
N -0.788 1.496 4.920 0.14 -0.38 1.60
C 0.660 -4.323 -3.764 0.51 -0.13 0.67
C -7.149 6.268 5.403 0.76 -1.04 -1.10
C 4.478 0.836 3.677 -1.03 -0.46 0.58
C -1.614 1.323 6.260 0.64 0.76 -0.38
C -5.770 0.217 -6.044 1.15 -0.32 0.82
C 0.037 -5.130 -2.553 -0.09 1.50 -1.79
C -2.540 -3.950 0.179 0.99 -0.73 -1.17
C -7.364 -1.382 -5.047 0.22 0.37 0.04
C -1.145 -6.572 1.209 0.45 -0.31 0.85
C 4.914 1.949 -8.696 -0.72 -0.40 0.49
C 1.774 -0.485 -4.805 -0.54 1.13 0.06
C -7.019 6.412 -0.066 0.69 -0.56 0.76
C -1.345 5.349 -0.316 0.81 0.90 -0.93
C 0.626 0.568 -4.527 0.66 -0.70 -0.53
C -4.701 6.090 2.347 -1.44 0.58 -0.57
C 4.922 -5.272 1.316 -1.84 -0.64 -0.30
C 4.087 -2.468 -3.908 0.12 0.64 -1.65
C 5.158 0.663 -7.890 0.10 -0.63 0.30
C 5.012 3.157 3.255 0.93 0.35 1.18
C -7.201 0.084 -5.496 -0.53 0.28 -0.03
C -5.346 8.088 0.818 0.24 -0.69 -0.53
C -5.646 5.770 -0.061 0.53 -0.42 1.59
C -4.503 -0.801 -3.998 -0.94 0.18 -0.47
C 4.656 -2.814 1.917 -0.57 0.67 0.43
C -2.652 5.381 0.355 -0.92 -2.72 2.08
C -2.382 -6.308 -0.828 0.04 -0.43 -1.09
C -5.791 -1.987 -0.429 -0.41 -0.14 -1.00
C -3.749 -1.316 -6.402 -0.48 1.75 1.30
C 0.487 0.698 5.399 -0.81 -0.26 -2.04
C 3.787 2.531 1.233 1.08 0.69 -1.62
C 4.707 -4.261 2.469 2.15 -1.71 -0.56
C -1.688 0.862 3.756 1.22 0.72 1.11
C -2.907 1.703 3.424 -0.55 -0.27 -0.77
C 4.484 -4.458 5.436 0.66 -0.40 0.82
C 0.738 4.612 3.152 0.08 0.42 -0.16
C -1.797 1.019 -1.847 -0.39 0.76 -0.34
C -3.854 0.965 2.456 -0.60 -0.61 -0.38
C -4.459 -2.394 0.152 -0.60 -0.47 0.83
C 3.112 -4.349 4.730 0.86 -1.53 0.55
C 5.362 0.965 2.467 1.09 -0.04 -0.21
C -6.066 -2.064 -5.446 0.36 0.07 -0.73
C 5.636 -3.817 4.789 2.01 0.30 -2.65
C 3.017 -0.109 -3.955 -0.06 -1.55 -0.40
C 4.626 -0.791 -5.821 0.06 0.87 0.43
C -2.374 -7.101 0.522 -0.58 1.17 -1.23
C 5.253 -1.460 -2.057 0.40 -1.22 -0.06
C 6.557 2.056 -0.233 -0.20 -1.04 1.86
C 5.947 -4.509 3.390 -1.22 1.74 0.88
C -2.779 -2.406 -6.000 0.00 -0.69 0.65
C 4.765 0.670 -6.391 0.22 -0.24 0.74
C -0.636 1.510 7.391 0.94 -0.04 -0.11
C -4.985 1.869 2.004 -0.18 0.66 -0.36
C 4.322 -2.692 -2.400 -0.89 1.88 -1.27
C -1.037 -4.215 -1.806 0.15 -4.13 -0.58
C -6.007 6.287 3.149 0.51 0.84 -0.45
C 4.283 2.257 4.285 0.85 -0.52 -0.39
C 7.502 2.625 -1.228 0.48 1.39 -0.91
C 2.667 -2.856 4.716 0.19 0.34 0.95
C 0.773 1.063 6.845 -1.34 0.69 -0.08
C -3.852 -3.716 -0.480 -1.20 1.93 0.64
C -0.617 -5.439 0.394 1.93 1.85 -0.48
C 2.199 -5.442 5.408 -0.88 1.44 -0.16
C 2.253 3.928 -0.195 -1.27 0.82 0.30
C -1.617 -2.475 -7.006 -0.66 -0.24 -0.58
C -3.212 0.580 -2.253 0.41 -1.28 -0.45
C -3.365 6.666 0.392 0.13 1.52 -0.48
C -0.384 2.982 4.628 -1.93 -1.49 0.96
C 3.656 3.883 0.446 -1.03 -1.50 -0.38
C 1.955 2.980 -1.328 0.96 0.28 -0.69
C -5.830 6.011 4.619 -0.24 0.26 0.73
C 6.411 2.923 1.084 -1.82 -0.94 -1.21
C -3.302 0.092 -3.730 -0.01 1.04 -0.69
C -6.701 7.859 0.123 -0.93 2.19 -0.71
C 0.309 3.120 3.334 0.54 1.60 -1.06
C 5.424 -0.628 -3.322 -0.31 0.79 -1.08
H 2.915 2.351 1.861 0.54 0.20 0.78
H 4.886 2.806 -8.023 0.20 0.20 -0.22
H -5.407 -0.429 -3.516 0.11 0.30 0.27
H -3.506 2.090 4.249 0.20 -0.34 0.37
H -3.295 -0.326 -6.349 0.58 -0.06 -0.12
H -2.286 -8.167 0.315 -0.32 0.14 0.03
H 5.608 1.768 -0.685 -0.38 0.68 -0.02
H -0.350 2.828 2.516 0.14 -0.05 -0.12
H 1.955 -0.483 -5.880 0.32 0.43 -0.01
H 3.257 2.487 4.572 -0.24 0.19 -0.86
H -3.785 -1.540 0.206 0.52 -0.27 -0.34
H 5.901 -5.426 0.861 0.46 0.73 0.83
H 6.237 -1.828 -1.766 0.06 0.10 0.06
H 0.897 2.912 -1.582 -0.07 -0.36 0.53
H -7.571 8.273 0.634 0.38 0.57 0.14
H 1.149 -5.386 5.123 0.14 -0.07 -0.65
H 4.309 3.833 -0.426 0.47 0.23 0.20
H -4.785 -2.566 1.178 0.89 -0.37 0.45
H 0.186 3.449 5.431 0.00 -0.62 0.32
H 1.208 2.507 3.273 -0.06 -0.15 0.08
H -2.010 0.308 6.294 -0.38 0.29 -0.54
H 5.512 1.190 -5.790 0.15 0.17 0.00
H 2.362 3.469 -2.212 0.51 -0.65 -0.35
H 7.336 2.900 1.660 -0.36 -0.25 0.37
H 6.411 0.802 2.714 0.23 0.80 0.28
H -6.104 -0.946 -0.336 0.42 0.15 0.42
H 5.250 0.180 1.719 -0.84 0.46 -0.39
H -7.569 6.153 0.838 0.05 -0.77 -0.21
H 0.975 1.550 -4.847 0.18 0.14 0.37
H -7.859 5.581 4.944 -0.36 -0.17 0.50
H -7.481 -1.386 -3.963 0.09 -0.27 0.04
H -3.249 -6.875 1.132 -0.19 -0.28 -0.29
H -3.369 7.203 -0.557 -0.32 -0.44 -0.42
H 2.790 -0.365 -2.920 0.07 0.08 0.16
H 1.460 -3.663 -3.429 -0.07 0.19 0.51
H -2.394 -0.304 -4.183 0.22 -0.56 0.72
H -8.263 -1.858 -5.440 0.27 -0.07 -0.21
H 3.553 0.354 3.359 -0.42 0.40 -0.03
H -4.040 -1.387 -7.450 -0.67 -0.43 0.21
H -4.503 5.019 2.302 0.28 0.11 -0.24
H 2.589 -2.487 5.739 -0.10 -0.67 0.52
H -5.868 -2.905 -4.781 0.52 0.04 -0.30
H -0.033 5.348 2.926 -0.73 -0.50 -0.09
H 6.206 0.394 -8.020 -0.01 -0.27 0.30
H 1.463 -1.518 -4.647 -0.13 0.09 0.60
H -3.380 1.007 -4.318 -0.41 0.25 -0.19
H 4.626 -6.242 1.716 -0.01 -0.19 -0.24
H -7.573 7.256 5.221 0.40 0.15 0.38
H 1.123 0.199 7.410 0.27 0.22 -0.16
H -0.872 0.921 8.277 -0.33 0.20 -0.12
H 1.201 -5.002 -4.423 -0.38 -0.20 -0.16
H 4.633 4.179 3.263 -0.44 -0.17 -1.10
H 3.839 4.800 1.006 0.10 -0.23 0.19
H 4.283 -5.066 0.457 -0.38 0.05 0.13
H 5.647 2.087 -9.492 0.02 0.03 0.26
H -5.031 6.575 5.099 0.17 0.34 -0.36
H -3.277 4.539 0.057 -0.26 0.11 -0.78
H -0.276 -4.513 0.857 -0.55 0.05 0.92
H -1.455 1.766 -2.563 0.22 -0.06 -0.27
H -1.973 -4.308 -2.357 0.53 1.44 -1.24
H -4.530 2.738 1.527 0.00 0.33 -0.11
H -3.824 6.639 2.690 -0.30 -0.13 0.77
H 4.649 -3.730 -2.349 0.56 0.33 0.61
H 4.846 0.120 4.413 0.50 0.16 -0.05
H -2.090 -2.604 -7.979 0.26 -0.09 -0.25
H -4.281 0.019 2.790 0.09 0.07 0.88
H 7.093 3.570 -1.584 0.09 0.24 -0.08
H -0.613 -3.244 -1.552 -0.50 -0.08 0.28
H -2.710 7.320 0.969 -0.60 0.38 0.67
H 3.181 -2.821 -4.401 -0.13 -0.03 0.48
H 1.265 0.850 4.651 0.16 0.36 0.20
H -0.571 5.871 0.247 -0.06 0.23 0.03
H 6.044 3.326 3.563 0.07 -0.32 0.33
H 2.079 4.915 -0.623 0.19 0.33 0.35
H 1.725 -2.539 4.268 0.18 -0.69 -0.57
H 7.665 2.050 -2.140 -0.25 -0.44 0.23
H 0.018 -3.672 -4.357 -0.50 -0.36 0.04
H -1.958 -3.028 0.171 0.14 -0.13 0.16
H -1.926 -0.128 4.144 -0.07 0.07 -0.12
H -1.403 -6.262 2.221 0.34 -0.16 0.04
H 4.915 -5.453 5.548 -1.25 -0.72 0.07
H -2.310 2.154 6.380 -0.63 -0.61 -0.65
H 0.353 -5.660 -0.050 -0.44 -0.72 -0.78
H -7.984 0.351 -6.206 0.45 -0.05 -0.46
H -0.994 -1.585 -7.098 -0.18 0.21 0.39
H -0.952 -3.329 -6.878 -0.20 -0.02 0.28
H -4.543 -4.545 -0.326 -0.08 0.09 -0.07
H 6.908 1.075 0.089 0.35 -0.14 0.22
H 4.773 2.375 5.252 0.42 -0.21 -0.15
H -5.657 0.173 -7.127 -0.41 -0.40 0.02
H -1.759 1.570 -0.907 -0.27 -0.27 0.31
H -6.965 6.022 6.449 -0.48 0.28 -0.05
H -3.772 -3.504 -1.546 0.15 -0.23 -0.16
H 2.427 2.026 -1.091 -0.40 -0.34 -0.63
H 6.748 -4.018 2.837 0.12 0.28 0.25
H 4.558 -0.158 -8.284 0.15 -0.06 -0.57
H 4.897 -2.940 -4.465 0.11 -0.06 0.05
H -3.516 -0.267 -1.639 -0.13 0.06 0.33
H -5.651 2.248 2.779 0.15 -0.18 0.30
H 6.276 -5.547 3.431 -0.60 -0.15 0.32
H -5.764 -2.158 -1.505 -0.47 -0.26 -0.20
H -5.656 4.799 0.433 0.00 -0.18 -0.32
H -4.392 -1.809 -3.599 0.36 -0.03 -0.13
H -5.114 1.041 -5.766 -0.70 0.51 0.27
H -6.565 -2.575 0.066 -0.20 -0.09 -0.55
H -1.089 0.774 2.850 0.25 -0.17 0.24
H -6.818 5.656 2.788 0.20 -0.33 -0.22
H -5.507 4.972 4.692 -0.22 -0.31 0.38
H -1.785 -6.867 -1.548 0.19 0.04 0.08
H -3.332 -6.157 -1.340 -0.13 0.18 0.36
H -2.617 2.584 2.851 0.34 0.21 0.08
H 5.470 -2.761 4.576 0.19 0.23 0.13
H -5.949 -2.314 -6.501 -1.06 -0.82 0.05
H 6.366 -0.797 -3.845 -0.15 -0.50 -0.11
H -3.964 1.362 -2.145 0.13 0.09 0.23
H -0.395 -6.019 -3.011 -0.49 0.11 0.27
H 8.501 2.853 -0.857 -0.07 -0.12 0.32
H -1.061 0.216 -1.790 -0.30 -0.05 -0.09
H -2.458 5.053 1.376 -0.06 0.23 0.53
H -6.385 7.299 3.007 0.13 0.18 0.08
H -0.246 0.419 -5.164 0.00 -0.46 -0.05
H -1.381 3.422 4.642 0.20 0.64 -0.24
H 0.921 -5.514 -2.042 -0.39 0.37 0.79
H 3.288 0.946 -3.989 0.02 -0.12 -0.31
H 1.178 5.084 4.031 0.32 -0.53 0.30
H 3.633 -2.465 1.771 0.04 -0.17 -0.25
H -0.966 4.337 -0.454 -0.22 0.04 -0.36
H -5.209 8.679 1.724 -1.00 -0.85 0.77
H 2.131 -5.136 6.452 0.51 -0.07 0.19
H -1.522 5.907 -1.235 0.82 -0.40 -0.56
H 5.454 0.444 -3.123 -0.41 0.05 -0.02
H -3.378 0.618 1.539 0.73 0.32 -0.05
H 3.937 1.862 -9.172 -0.03 0.29 -0.04
H -7.459 0.724 -4.652 0.62 0.21 0.04
H 1.437 1.924 6.927 0.34 -0.38 0.01
H -6.693 8.301 -0.873 0.21 0.46 0.14
H 3.813 -1.281 -6.356 0.46 -0.40 -0.08
H 3.839 1.231 -6.266 -0.23 -0.10 -0.02
H 5.600 -1.276 -5.882 -0.26 -0.33 -0.45
H 6.534 -3.905 5.400 -0.15 0.11 0.18
H 0.192 -0.333 5.202 -0.01 -0.20 0.58
H 5.151 -2.041 2.505 -0.10 -0.34 0.90
H -5.030 5.700 -0.957 -0.68 0.21 -0.33
H 3.395 -2.577 -1.839 -0.05 -0.20 0.03
H -0.712 2.572 7.628 0.68 -0.12 0.47
H 3.492 -2.219 4.398 -0.13 -0.15 -0.72
H -2.413 -2.372 -4.974 0.13 0.84 0.14
H 1.440 4.773 2.334 0.15 -0.41 0.07
H 1.412 3.773 0.480 0.36 0.14 0.81
H -3.313 -3.353 -5.930 -0.07 -0.28 -0.71
H 5.221 -2.685 0.993 -0.27 -0.87 -0.34
H -7.648 6.179 -0.925 0.27 0.14 -0.02
H 0.272 0.585 -3.496 0.35 0.01 -0.04
H -0.392 -7.361 1.229 0.00 0.21 0.43
H 4.490 -4.067 6.454 -0.91 0.01 0.08
H -4.625 8.688 0.263 -0.21 -0.49 -1.02
H -2.658 -4.277 1.212 0.16 -0.30 -0.17
H 4.887 -0.849 -1.231 -0.33 -0.23 -0.06
H 3.721 1.718 0.510 0.25 0.02 0.04
H 2.524 -6.481 5.348 0.38 0.31 -0.34
H -5.631 1.437 1.240 0.10 -0.33 0.07
H 6.166 3.959 0.849 0.06 -0.07 0.07
```
Forces are in eV/Å.